No. 1
18
Properties=species:S:1:pos:R:3:forces:R:3:lowdin_charge:R:1 method="wB97M-V/def2-TZVPD" orbital_gap_ha="0.401 / 0.233" de_lowest_ev=1.2468 mol_weight_g_mol=368.34 total_charge=+3 s_squared=6.02 e_lumo_ev="-11.59 / -16.45" multiplicity=5
Pd 0.285939 0.315834 0.026375 1.3 0.1 -0.1 0.75
Br 3.083756 0.578880 0.029538 -0.3 0.0 0.0 0.95
C 2.933168 2.524502 0.036728 -0.2 -0.2 0.0 -0.78
Br 0.987354 2.785838 0.053327 -0.1 0.1 0.0 0.84
H 3.328057 2.930029 -0.891481 0.0 0.0 0.0 0.06
H 3.344140 2.926027 0.959804 0.0 0.0 0.0 0.06
N -2.733143 -0.110852 -0.062552 -1.3 0.1 -0.1 0.27
C -3.049617 -1.422063 0.371114 0.3 -0.2 0.0 -0.14
C -2.461111 -2.534084 -0.488875 0.2 0.2 0.1 0.00
C -0.968555 -2.665736 -0.174861 0.1 0.2 -0.1 -0.47
O -0.611920 -3.855127 0.075658 0.0 -0.3 0.0 0.43
O -0.132353 -1.746671 -0.173286 -0.5 0.2 0.1 -0.05
H -3.043967 0.660854 0.539923 0.2 0.0 0.1 0.18
H -2.816492 0.113457 -1.061310 0.3 -0.1 0.0 0.18
H -4.177872 -1.464606 0.323920 0.0 0.0 0.0 0.23
H -2.843604 -1.522952 1.445225 -0.1 0.0 0.0 0.18
H -2.508586 -2.309870 -1.560820 -0.1 -0.1 0.0 0.17
H -2.975793 -3.480160 -0.311124 0.0 0.0 0.0 0.17

=====

No. 2
16
Properties=species:S:1:pos:R:3:forces:R:3:lowdin_charge:R:1 method="wB97M-V/def2-TZVPD" orbital_gap_ha=0.397 de_lowest_ev=0.6506 mol_weight_g_mol=247.91 e_lumo_ev=0.63 multiplicity=1
Br 0.832339 2.088373 -2.763525 0.0 0.1 0.0 0.65
Br -1.008120 -1.852016 -1.287936 -0.5 -0.6 -1.9 0.88
C 0.638139 0.256963 -2.167716 0.9 -0.8 -0.1 -0.73
C -0.813900 -0.020557 -1.883756 -0.9 1.1 -0.5 -0.66
H 1.044399 -0.395997 -2.963986 -0.4 0.4 0.3 0.06
H 1.274889 0.130313 -1.271086 -0.6 0.2 -0.7 0.05
H -1.220170 0.632403 -1.087486 0.4 -0.6 -0.7 0.07
H -1.450650 0.106093 -2.780385 0.5 -0.3 0.4 0.07
O 0.149369 0.489443 0.415923 0.2 0.1 1.4 -0.01
O -0.493421 -1.395966 1.473343 0.5 1.2 0.4 0.00
C 0.014089 -0.135537 1.444143 -0.3 -1.0 0.5 -0.55
C 0.364399 0.338203 2.823013 0.3 0.6 0.4 0.01
H -0.693720 -1.621266 0.524053 0.1 0.0 1.1 -0.13
H 0.774389 1.361353 2.782082 -0.2 -0.5 -0.1 0.09
H 1.119459 -0.325477 3.276902 -0.4 0.2 -0.2 0.09
H -0.531490 0.343673 3.466422 0.4 -0.1 -0.3 0.09

=====

No. 3
24
Properties=species:S:1:pos:R:3:forces:R:3:lowdin_charge:R:1 method="wB97M-V/def2-TZVPD" orbital_gap_ha=0.176 de_lowest_ev=2.5589 mol_weight_g_mol=499.73 total_charge=-2 e_lumo_ev=4.44 multiplicity=1
N 0.742546 3.209774 -1.646862 -1.4 3.0 -1.3 -0.67
O 0.647634 4.408237 -1.918358 0.3 3.3 -0.5 -0.11
O 1.748976 2.645893 -1.986314 3.5 -2.7 -0.3 -0.05
O -0.214037 2.672204 -1.186002 -0.4 3.3 1.0 -0.03
N -0.783418 0.411017 0.215029 -0.5 2.5 -5.1 -0.58
O -0.535653 0.880603 -0.937311 -2.6 -6.6 2.5 -0.10
O -0.329453 -0.625892 0.601005 4.3 -3.2 0.5 -0.10
O -1.518723 1.019451 0.939039 -2.6 2.6 2.5 -0.02
Br 1.437291 -0.936639 -3.336027 -0.2 0.3 0.5 0.54
C 1.709236 -0.544664 -1.433491 1.9 -0.5 0.6 -0.69
C 3.110984 -0.023498 -1.138678 -1.4 0.2 -0.3 -0.69
Br 4.536429 -1.237946 -1.674029 0.4 -0.1 0.2 0.49
H 1.528921 -1.454166 -0.860437 0.0 -0.1 -0.5 0.05
H 1.058904 0.210244 -0.991584 -0.3 0.0 -1.2 0.02
H 3.088079 0.097321 -0.055642 0.6 -0.1 0.0 0.07
H 3.259971 0.945275 -1.615545 0.2 -0.2 0.0 0.03
Br -2.129024 -0.427978 4.305579 -0.6 -0.7 -0.7 0.50
C -2.886566 -0.928574 2.515344 0.5 -1.0 -0.8 -0.64
C -2.036916 -2.002433 1.785372 0.3 -0.1 0.9 -0.64
Br -2.972742 -2.501359 0.082650 0.5 0.2 1.0 0.55
H -2.809089 0.028832 2.000107 0.0 -0.3 -0.1 0.01
H -3.898672 -1.332496 2.491371 -0.2 0.4 1.1 0.03
H -1.705209 -2.898769 2.309446 -1.4 -0.4 0.4 0.04
H -1.049471 -1.614435 1.535339 -0.9 0.3 -0.4 -0.01

=====

No. 4
19
Properties=species:S:1:pos:R:3:forces:R:3:lowdin_charge:R:1 method="wB97M-V/def2-TZVPD" orbital_gap_ha=0.285 de_lowest_ev=0.0000 mol_weight_g_mol=356.99 total_charge=-1 e_lumo_ev=2.28 multiplicity=1
C 0.320048 -1.599237 -0.275783 -3.9 -0.4 1.0 -0.08
C -0.587334 0.062471 1.477201 1.1 4.0 -0.7 -0.12
C 0.111491 0.834414 -0.888268 2.4 2.4 3.3 -0.21
C -0.376194 -0.210321 0.009590 -1.8 -2.2 -0.6 -0.51
N -2.115054 -0.543173 -0.731013 2.5 1.9 -0.1 -1.04
O 2.758559 -0.011492 -0.447360 -0.9 1.1 0.1 -0.39
O 2.293388 2.191206 -1.448619 -0.4 -0.7 1.3 -0.40
O 1.877747 1.786155 0.999388 0.0 -0.2 -1.2 -0.39
S 1.961888 1.236343 -0.367278 0.8 -0.2 -0.5 0.48
Br -2.851723 -1.954561 0.099292 -0.9 -2.0 0.9 0.51
I -3.330638 1.091407 -0.353101 0.1 0.3 -0.2 0.65
H -0.128938 -2.464172 0.313835 0.4 1.3 -0.4 0.06
H 1.332926 -1.602283 -0.115967 2.4 0.5 0.5 0.02
H 0.147435 -1.855019 -1.295034 -0.1 -0.1 -1.0 0.07
H -1.169709 1.092980 1.726690 1.3 -2.7 -0.7 0.10
H 0.446352 0.203625 1.855895 -0.4 0.3 -0.1 0.08
H -0.911636 -0.771155 1.991747 -1.4 -1.7 0.9 0.02
H -0.136043 1.906455 -0.687770 -0.8 -1.1 -0.4 0.09
H 0.357443 0.606357 -1.863437 -0.3 -0.7 -2.2 0.06

=====

What did the second record say?
16
Properties=species:S:1:pos:R:3:forces:R:3:lowdin_charge:R:1 method="wB97M-V/def2-TZVPD" orbital_gap_ha=0.397 de_lowest_ev=0.6506 mol_weight_g_mol=247.91 e_lumo_ev=0.63 multiplicity=1
Br 0.832339 2.088373 -2.763525 0.0 0.1 0.0 0.65
Br -1.008120 -1.852016 -1.287936 -0.5 -0.6 -1.9 0.88
C 0.638139 0.256963 -2.167716 0.9 -0.8 -0.1 -0.73
C -0.813900 -0.020557 -1.883756 -0.9 1.1 -0.5 -0.66
H 1.044399 -0.395997 -2.963986 -0.4 0.4 0.3 0.06
H 1.274889 0.130313 -1.271086 -0.6 0.2 -0.7 0.05
H -1.220170 0.632403 -1.087486 0.4 -0.6 -0.7 0.07
H -1.450650 0.106093 -2.780385 0.5 -0.3 0.4 0.07
O 0.149369 0.489443 0.415923 0.2 0.1 1.4 -0.01
O -0.493421 -1.395966 1.473343 0.5 1.2 0.4 0.00
C 0.014089 -0.135537 1.444143 -0.3 -1.0 0.5 -0.55
C 0.364399 0.338203 2.823013 0.3 0.6 0.4 0.01
H -0.693720 -1.621266 0.524053 0.1 0.0 1.1 -0.13
H 0.774389 1.361353 2.782082 -0.2 -0.5 -0.1 0.09
H 1.119459 -0.325477 3.276902 -0.4 0.2 -0.2 0.09
H -0.531490 0.343673 3.466422 0.4 -0.1 -0.3 0.09